# 1
Density functional theory data (ωB97M-V with the def2-TZVPD basis set) for C13H21Cl12N2O5PS as an isolated structure.

## Properties
HOMO energy ... -10.02 eV
Molecular weight ... 773.8 g mol⁻¹
Max |F| ... 3.4 eV/Å
Kohn-Sham gap ... 10.167 eV

```
! wB97M-V def2-TZVPD RIJCOSX def2/J DEFGRID3
* xyz 0 1
C -2.033 -1.592 0.102
S -2.336 0.078 -0.369
O -2.885 0.792 0.738
O -3.281 0.003 -1.442
N -0.967 0.865 -0.995
C -0.441 0.007 -2.059
O -0.859 0.096 -3.164
O 0.522 -0.854 -1.650
P 1.010 -1.933 -2.786
O 1.499 -1.338 -4.021
C 0.105 1.120 -0.017
C 1.172 1.852 -0.516
C 2.204 2.083 0.369
C 2.117 1.597 1.652
N 1.104 0.926 2.181
C 0.126 0.719 1.294
H -1.334 -1.704 0.923
H -2.995 -2.058 0.335
H -1.622 -2.138 -0.743
H -0.005 -2.873 -3.020
H 2.001 -2.651 -2.126
H 1.195 2.192 -1.539
H 3.080 2.631 0.058
H 2.960 1.772 2.308
H -0.730 0.186 1.680
C 5.187 -1.473 -4.090
Cl 3.714 -1.523 -3.118
Cl 6.459 -2.536 -3.454
H 4.939 -1.793 -5.095
H 5.561 -0.456 -4.102
C 4.338 -3.479 0.868
Cl 3.472 -2.243 1.792
Cl 3.760 -5.108 1.245
H 4.194 -3.295 -0.185
H 5.393 -3.418 1.112
C 6.157 1.797 -0.167
Cl 5.396 3.033 0.847
Cl 5.545 0.183 0.209
H 5.961 2.020 -1.209
H 7.223 1.813 0.026
C -4.573 0.615 3.629
Cl -5.892 0.527 4.806
Cl -3.308 -0.579 3.977
H -4.972 0.418 2.642
H -4.136 1.612 3.664
C -5.986 -1.674 -0.624
Cl -7.362 -1.571 0.476
Cl -4.868 -2.971 -0.152
H -6.347 -1.882 -1.623
H -5.446 -0.735 -0.606
C -4.798 4.685 2.274
Cl -6.122 4.623 3.441
Cl -3.558 3.474 2.624
H -5.195 4.494 1.284
H -4.343 5.668 2.313
*
```

# 2
Density functional theory data (ωB97M-V with the def2-TZVPD basis set) for C19H19HgN3O7SeTe as an isolated structure.

## Properties
Expectation value of S² ... 0.762
HOMO energy (alpha / beta) ... -3.94 / -4.75 eV
Energy above the lowest of the compared OMol25 structures with the same formula, charge and spin ... 98.0 kJ/mol
Molecular weight ... 808.5 g mol⁻¹
Max |F| ... 1.0 eV/Å
Kohn-Sham gap (alpha / beta) ... 5.862 / 6.665 eV

```
! wB97M-V def2-TZVPD RIJCOSX def2/J DEFGRID3
* xyz -1 2
Hg 0.294 -0.637 -2.373
O -1.281 3.450 -1.201
C -0.542 2.312 -1.084
O -0.969 1.365 -0.412
C 0.718 2.294 -1.718
C 1.249 3.416 -2.401
C 2.512 3.364 -2.900
C 3.274 2.174 -2.720
C 2.688 1.105 -2.101
N 1.431 1.112 -1.609
C 3.438 -0.186 -1.896
O 4.423 -0.449 -2.769
O 3.197 -0.942 -0.993
H -2.146 3.225 -0.835
H 0.636 4.300 -2.495
H 2.940 4.212 -3.417
H 4.298 2.127 -3.061
H 4.238 0.020 -3.597
N -3.502 -1.472 -0.498
C -2.745 -1.387 -1.638
O -2.740 -0.403 -2.359
C -1.956 -2.643 -1.954
C -0.739 -2.414 -2.833
H -3.928 -0.590 -0.253
H -3.022 -1.951 0.277
H -2.667 -3.308 -2.460
H -1.681 -3.122 -1.017
H -1.011 -2.223 -3.869
H -0.045 -3.249 -2.791
O -0.460 -1.912 0.643
O -1.408 -2.395 1.580
C 1.137 -0.979 2.996
Te 0.322 -0.196 1.167
C -1.306 0.297 2.390
C -0.888 0.203 3.826
C -1.697 0.676 4.854
C -1.315 0.524 6.177
C -0.114 -0.102 6.483
C 0.694 -0.578 5.463
C 0.312 -0.440 4.132
H 2.190 -0.709 3.087
H 1.059 -2.066 2.919
H -1.932 -0.582 2.132
H -1.773 1.233 2.103
H -2.636 1.161 4.613
H -1.957 0.888 6.970
H 0.191 -0.221 7.515
H 1.635 -1.064 5.697
Se 0.830 0.326 -5.214
C 0.486 -1.272 -6.022
N 0.266 -2.288 -6.533
*
```

# 3
Density functional theory data (ωB97M-V with the def2-TZVPD basis set) for C37H35N2P2ReSi as an isolated structure.

## Properties
Expectation value of S² ... 0.810
HOMO energy (alpha / beta) ... -16.95 / -16.95 eV
Energy above the lowest of the compared OMol25 structures with the same formula, charge and spin ... 102.8 kJ/mol
Molecular weight ... 783.9 g mol⁻¹
Max |F| ... 0.7 eV/Å
Kohn-Sham gap (alpha / beta) ... 5.797 / 6.328 eV

```
! wB97M-V def2-TZVPD RIJCOSX def2/J DEFGRID3
* xyz 3 2
Re -0.271 -0.272 0.396
C -0.841 1.034 -3.091
Si 0.538 0.896 -1.840
C 1.357 2.534 -1.450
C 1.741 3.474 -2.407
C 2.452 4.603 -2.029
C 2.793 4.815 -0.695
C 2.414 3.901 0.273
C 1.698 2.772 -0.118
P 1.104 1.575 1.081
C 2.436 0.980 2.127
C 2.751 1.556 3.361
C 3.876 1.132 4.049
C 4.692 0.144 3.510
C 4.398 -0.410 2.270
C 3.277 0.009 1.574
C -0.222 2.396 2.003
C -0.570 2.037 3.317
C -1.606 2.684 3.962
C -2.322 3.686 3.304
C -1.995 4.040 2.005
C -0.948 3.401 1.353
C 1.940 -0.327 -2.236
C 2.983 0.118 -3.047
C 4.047 -0.723 -3.360
C 4.112 -2.009 -2.845
C 3.099 -2.475 -2.018
C 2.027 -1.638 -1.735
P 0.596 -2.166 -0.814
C 0.894 -3.549 0.295
C 0.140 -4.718 0.173
C 0.370 -5.775 1.044
C 1.340 -5.665 2.031
C 2.088 -4.498 2.157
C 1.869 -3.438 1.292
C -0.708 -2.570 -1.987
C -0.389 -3.225 -3.178
C -1.382 -3.486 -4.108
C -2.689 -3.076 -3.868
C -3.012 -2.408 -2.694
C -2.025 -2.165 -1.753
H -0.411 1.412 -4.023
H -1.600 1.749 -2.769
H -1.318 0.082 -3.316
H 1.482 3.340 -3.450
H 2.747 5.327 -2.776
H 3.348 5.700 -0.415
H 2.669 4.074 1.312
H 2.145 2.350 3.775
H 4.128 1.583 4.998
H 5.573 -0.176 4.049
H 5.057 -1.151 1.838
H 3.085 -0.381 0.578
H 0.010 1.294 3.855
H -1.846 2.435 4.987
H -3.123 4.199 3.818
H -2.541 4.825 1.502
H -0.682 3.702 0.347
H 2.987 1.128 -3.439
H 4.839 -0.361 -4.003
H 4.949 -2.649 -3.088
H 3.145 -3.477 -1.608
H -0.609 -4.813 -0.603
H -0.199 -6.689 0.943
H 1.522 -6.495 2.700
H 2.848 -4.422 2.922
H 2.469 -2.537 1.383
H 0.631 -3.525 -3.385
H -1.136 -4.003 -5.025
H -3.458 -3.277 -4.602
H -4.028 -2.084 -2.515
H -2.305 -1.653 -0.831
N -1.371 -1.804 1.554
N -1.558 -0.484 2.073
H -2.223 -2.347 1.406
H -0.728 -2.343 2.139
H -1.313 -0.386 3.060
H -2.505 -0.134 1.924
*
```

# 4
Density functional theory data (ωB97M-V with the def2-TZVPD basis set) for C19H23BeF5NOP as an isolated structure.

## Properties
HOMO energy ... -7.74 eV
Molecular weight ... 416.4 g mol⁻¹
Max |F| ... 2.8 eV/Å
Kohn-Sham gap ... 7.989 eV

```
! wB97M-V def2-TZVPD RIJCOSX def2/J DEFGRID3
* xyz 0 1
C 0.368 2.822 -2.871
C -0.878 2.321 -2.511
C -0.993 1.295 -1.540
C 0.147 0.781 -0.936
C 1.395 1.245 -1.375
C 1.522 2.277 -2.315
C -2.385 0.823 -1.194
C -2.534 -0.656 -0.814
N -2.494 -1.595 -1.879
Be 0.204 -0.199 0.622
C 2.623 0.560 -0.823
P 2.051 -1.112 -0.264
H -1.777 2.720 -2.999
H 2.516 2.621 -2.618
H 0.450 3.633 -3.590
H 3.029 1.079 0.061
H 3.413 0.443 -1.578
H -2.756 1.404 -0.330
H -3.072 1.029 -2.031
H -1.775 -0.902 -0.055
C 3.391 -1.800 0.682
C 2.086 -2.008 -1.853
H -3.509 -0.795 -0.322
C -1.623 -1.498 -3.011
C -3.237 -2.815 -1.725
H -0.192 -1.295 1.589
H -2.074 -2.112 -3.809
H -1.519 -0.458 -3.352
H -0.617 -1.910 -2.807
H -3.472 -3.200 -2.727
H -2.671 -3.591 -1.181
H -4.162 -2.604 -1.168
H 3.125 -2.058 -2.207
H 1.710 -3.019 -1.655
H 1.469 -1.540 -2.631
H 4.328 -1.722 0.131
H 3.471 -1.290 1.642
H 3.143 -2.848 0.855
H -0.559 -1.627 0.939
F 0.254 2.019 6.981
C 0.223 1.759 5.657
C -0.448 2.630 4.789
F -1.023 3.749 5.276
C -0.500 2.353 3.437
F -1.110 3.209 2.586
C 0.080 1.157 2.930
O 0.000 0.915 1.647
C 0.730 0.278 3.822
F 1.242 -0.913 3.375
C 0.843 0.608 5.159
F 1.571 -0.162 5.990
*
```

# 5
Density functional theory data (ωB97M-V with the def2-TZVPD basis set) for C7H16N6O15Pb as an isolated structure.

## Properties
HOMO energy ... -2.32 eV
Energy above the lowest of the compared OMol25 structures with the same formula, charge and spin ... 1030.6 kJ/mol
Molecular weight ... 631.4 g mol⁻¹
Max |F| ... 6.7 eV/Å
Kohn-Sham gap ... 3.549 eV

```
! wB97M-V def2-TZVPD RIJCOSX def2/J DEFGRID3
* xyz -2 1
Pb -0.381 -0.037 -0.088
O -0.219 -6.165 -1.139
C 0.722 -5.287 -0.676
O 1.840 -5.752 -0.389
O 0.538 -4.068 -0.599
H -0.930 -5.543 -1.313
O 4.977 1.669 1.767
C 4.574 0.402 1.961
O 5.147 -0.347 2.752
O 3.552 -0.031 1.327
H 5.844 1.605 2.175
O -4.645 1.852 -3.561
C -3.629 1.403 -2.782
O -2.979 0.370 -3.045
O -3.185 2.076 -1.847
H -4.768 2.486 -2.850
O 1.066 -0.491 5.578
C 0.237 -0.708 4.525
O -0.348 0.317 4.170
O 0.506 -1.705 3.800
H 0.751 0.415 5.547
C 1.398 4.867 0.452
O 1.385 3.745 -0.044
N 0.330 5.602 0.651
N 2.483 5.476 0.843
H 0.312 6.595 0.833
H -0.452 5.175 0.174
H 2.260 6.075 1.625
H 3.280 4.869 0.976
C -4.525 -2.371 2.369
O -3.850 -1.683 1.683
N -5.601 -1.901 2.884
N -4.425 -3.631 2.544
H -6.315 -2.565 3.146
H -5.900 -0.970 2.630
H -3.550 -3.840 2.085
H -4.929 -4.102 3.282
C 2.240 -0.217 -4.796
O 2.076 0.536 -3.847
N 2.345 0.338 -5.941
N 2.437 -1.503 -4.727
H 2.598 -0.321 -6.663
H 2.482 1.338 -5.976
H 2.668 -1.934 -5.611
H 2.582 -2.041 -3.885
*
```

# 6
Density functional theory data (ωB97M-V with the def2-TZVPD basis set) for C47H33BrF4N5O2P2Ti as an isolated structure.

## Properties
HOMO energy ... -16.48 eV
Energy above the lowest of the compared OMol25 structures with the same formula, charge and spin ... 0.0 kJ/mol
Molecular weight ... 965.5 g mol⁻¹
Max |F| ... 0.5 eV/Å
Kohn-Sham gap ... 6.841 eV

```
! wB97M-V def2-TZVPD RIJCOSX def2/J DEFGRID3
* xyz 3 1
Ti -0.553 -0.085 0.197
O -0.030 2.314 -2.912
C 0.239 1.620 -1.984
N -0.527 1.553 -0.771
C -1.159 2.773 -0.388
O -1.099 3.796 -0.996
C -1.852 2.606 0.918
C -2.554 3.654 1.481
C -3.224 3.432 2.675
C -3.169 2.165 3.230
C -2.440 1.171 2.597
N -1.761 1.381 1.457
C 1.418 0.710 -1.909
C 2.503 0.859 -2.746
C 3.581 -0.007 -2.583
C 3.497 -0.995 -1.618
C 2.362 -1.082 -0.824
N 1.342 -0.224 -0.942
H -2.574 4.605 0.965
H -3.789 4.222 3.148
H -3.697 1.930 4.143
H -2.433 0.173 3.005
H 2.484 1.639 -3.496
H 4.461 0.087 -3.202
H 4.300 -1.701 -1.460
H 2.279 -1.850 -0.067
N 0.431 -0.187 3.311
P 1.165 0.605 2.007
C 2.877 0.085 2.060
C 3.145 -1.278 2.236
C 4.451 -1.727 2.280
C 5.498 -0.819 2.143
C 5.237 0.530 1.968
C 3.927 0.989 1.926
C 1.084 2.371 2.288
C 0.629 2.898 3.494
C 0.601 4.273 3.672
C 1.031 5.117 2.658
C 1.496 4.594 1.458
C 1.525 3.223 1.271
C -0.460 -1.217 3.119
C -0.817 -2.037 4.200
C -1.736 -3.037 4.006
C -2.287 -3.224 2.734
C -1.890 -2.390 1.727
N -0.991 -1.376 1.889
H 0.895 -0.173 4.212
H 2.334 -1.993 2.354
H 4.660 -2.776 2.435
H 6.520 -1.168 2.187
H 6.053 1.234 1.884
H 3.739 2.049 1.818
H 0.295 2.253 4.296
H 0.259 4.686 4.610
H 1.015 6.188 2.808
H 1.832 5.254 0.671
H 1.896 2.822 0.332
H -0.368 -1.868 5.168
H -2.023 -3.675 4.829
H -3.003 -4.007 2.536
H -2.276 -2.522 0.724
F -6.743 -2.656 -3.191
C -5.479 -2.500 -2.899
C -4.496 -3.148 -3.634
F -4.824 -3.923 -4.639
C -3.154 -2.961 -3.307
F -2.262 -3.557 -4.086
C -2.743 -2.157 -2.246
P -0.976 -1.895 -1.863
C -0.290 -1.381 -3.448
C 0.931 -1.876 -3.908
C 1.419 -1.462 -5.137
C 0.701 -0.555 -5.905
C -0.511 -0.054 -5.448
C -1.011 -0.469 -4.225
C -0.183 -3.468 -1.414
C -0.049 -4.521 -2.327
C 0.577 -5.698 -1.953
C 1.096 -5.844 -0.674
C 1.000 -4.798 0.231
C 0.367 -3.623 -0.142
C -3.758 -1.478 -1.570
Br -3.363 -0.154 -0.281
C -5.097 -1.643 -1.865
F -6.022 -0.975 -1.199
H 1.494 -2.593 -3.326
H 2.352 -1.864 -5.508
H 1.079 -0.246 -6.869
H -1.069 0.650 -6.046
H -1.963 -0.078 -3.882
H -0.411 -4.424 -3.337
H 0.665 -6.502 -2.668
H 1.581 -6.767 -0.390
H 1.416 -4.900 1.224
H 0.314 -2.822 0.591
*
```

# 7
Density functional theory data (ωB97M-V with the def2-TZVPD basis set) for C25H22AsF7I2N4O4Pt as an isolated structure.

## Properties
Expectation value of S² ... 3.787
HOMO energy (alpha / beta) ... -10.32 / -10.86 eV
Energy above the lowest of the compared OMol25 structures with the same formula, charge and spin ... 24.1 kJ/mol
Molecular weight ... 1099.3 g mol⁻¹
Max |F| ... 5.5 eV/Å
Kohn-Sham gap (alpha / beta) ... 7.364 / 6.142 eV

```
! wB97M-V def2-TZVPD RIJCOSX def2/J DEFGRID3
* xyz 1 4
Pt -2.925 -2.474 -0.331
C 0.688 0.129 5.592
C 0.209 0.458 4.226
N 0.306 -0.697 3.337
C -0.738 -1.553 3.232
C -1.037 -2.483 2.202
C -2.298 -3.229 2.459
O -2.493 -3.813 3.491
O -3.157 -3.175 1.457
C -0.292 -2.321 1.038
O -0.661 -2.772 -0.073
C 0.948 -1.578 1.184
C 1.885 -1.506 0.127
C 2.924 -0.689 0.187
F 3.868 -0.674 -0.795
C 3.063 0.312 1.174
C 2.239 0.227 2.291
C 1.219 -0.790 2.287
N 3.777 1.576 1.008
C 5.098 1.746 0.383
C 5.572 3.161 0.606
N 4.306 4.120 0.748
C 3.243 3.720 -0.228
C 2.759 2.358 0.220
H 0.526 0.904 6.403
H 1.700 -0.244 5.592
H -0.023 -0.629 5.949
H 0.682 1.299 3.807
H -0.832 0.609 4.199
H -1.499 -1.408 3.995
H 1.641 -2.202 -0.585
H 2.417 0.946 3.070
H 5.094 1.588 -0.709
H 5.827 0.952 0.742
H 6.227 3.565 -0.177
H 6.087 3.349 1.552
H 4.663 5.062 0.602
H 3.938 4.070 1.670
H 3.732 3.747 -1.167
H 2.490 4.535 -0.306
H 2.304 1.867 -0.643
H 1.878 2.523 0.880
I -8.222 -1.721 -1.896
C -6.426 -1.662 -2.933
C -6.424 -1.492 -4.343
C -5.323 -1.513 -5.103
I -5.481 -0.649 -7.002
C -3.996 -1.867 -4.433
C -2.730 -1.792 -5.124
C -1.589 -2.024 -4.360
C -1.637 -2.167 -3.015
N -2.807 -2.172 -2.395
C -3.938 -1.916 -3.047
C -5.141 -1.805 -2.224
O -5.129 -1.994 -1.068
H -7.404 -1.220 -4.784
H -2.673 -1.680 -6.139
H -0.630 -2.137 -4.935
H -0.763 -2.208 -2.286
F -1.785 -0.051 -1.043
As -0.713 1.388 -0.833
F 0.563 0.378 -1.400
F -0.867 2.003 -2.420
F 0.266 2.745 -0.457
F -2.080 2.234 -0.226
F -0.430 0.733 0.768
*
```

# 8
Density functional theory data (ωB97M-V with the def2-TZVPD basis set) for one molecule with the formula C4H5NS3.

## Properties
HOMO energy ... -8.83 eV
Energy above the lowest of the compared OMol25 structures with the same formula, charge and spin ... 98.8 kJ/mol
Molecular weight ... 163.3 g mol⁻¹
Max |F| ... 1.5 eV/Å
Kohn-Sham gap ... 7.599 eV

```
! wB97M-V def2-TZVPD RIJCOSX def2/J DEFGRID3
* xyz 0 1
C -0.195 -0.617 0.148
C 1.068 -1.284 0.679
C 0.157 0.846 -0.024
C -0.786 1.934 -0.232
H -1.898 -0.860 -1.469
H -1.077 -0.735 0.835
H 1.029 -1.237 1.814
H 1.217 -2.351 0.320
H -0.313 2.877 -0.421
N 1.420 1.140 -0.083
S -0.638 -1.335 -1.475
S 2.405 -0.185 0.058
S -2.389 1.809 -0.151
*
```